(1)
Formula: C4H7NO
Source: the OMol25 dataset
Level of theory: the ωB97M-V functional and the def2-TZVPD basis

* multiplicity: 1
* energy above the lowest of the compared OMol25 structures with the same formula, charge and spin: 599.9 kJ/mol
* maximum force: 0.013 Eh/bohr
* E_HOMO: -7.88 eV
* net charge: 0

```
13
Properties=species:S:1:pos:R:3:lowdin_charge:R:1
C -0.6148 0.4219 1.1207 -0.0930
C 0.0058 0.6274 -0.6476 -0.1530
C -0.7333 -0.9262 0.0331 -0.1629
N -0.6612 -0.4285 -1.3261 -0.0254
C 1.4655 0.6763 -0.7136 -0.3180
O 2.0331 0.3453 -1.7507 0.0061
H 0.2884 1.0016 1.3636 0.0835
H -1.4963 1.0651 1.1036 0.0911
H -0.6857 -0.2440 1.9992 0.0956
H 0.0608 -1.6209 0.3225 0.1305
H -1.7345 -1.2711 0.3123 0.1231
H 0.0416 -0.9542 -1.8561 0.1082
H 1.9910 1.2449 0.0870 0.1142
```


(2)
Formula: C4H7NO
Source: the OMol25 dataset
Level of theory: the ωB97M-V functional and the def2-TZVPD basis

* multiplicity: 1
* energy above the lowest of the compared OMol25 structures with the same formula, charge and spin: 212.1 kJ/mol
* maximum force: 0.008 Eh/bohr
* E_HOMO: -8.21 eV
* net charge: 0

```
13
Properties=species:S:1:pos:R:3:lowdin_charge:R:1
C 1.5454 -0.9878 -0.0913 -0.0679
C 0.1898 -0.4452 -0.4779 -0.3698
C -0.8560 -0.3181 0.6086 -0.0048
C -0.9496 0.9801 0.2917 -0.4421
O -1.7425 2.0106 0.6251 0.0939
N 0.1089 1.0559 -0.6247 0.0912
H 2.2861 -0.8634 -0.8890 0.0731
H 1.8924 -0.4746 0.8101 0.0813
H 1.4504 -2.0574 0.1341 0.0773
H -0.1915 -0.9219 -1.3923 0.1347
H -2.4731 1.6001 1.1079 0.1187
H -1.1492 -0.9207 1.4572 0.0944
H -0.0751 1.4302 -1.5518 0.1199
```


(3)
Formula: C4H7NO
Source: the OMol25 dataset
Level of theory: the ωB97M-V functional and the def2-TZVPD basis

* multiplicity: 1
* energy above the lowest of the compared OMol25 structures with the same formula, charge and spin: 799.5 kJ/mol
* maximum force: 0.096 Eh/bohr
* E_HOMO: -8.40 eV
* net charge: 0

```
13
Properties=species:S:1:pos:R:3:lowdin_charge:R:1
C 1.6990 -0.1126 -0.2789 -0.2676
C 1.5409 -1.1814 -0.9414 -0.0258
C 1.8599 0.8755 0.4909 -0.0302
C -2.1550 0.8511 -1.0133 0.0073
N -1.8862 -0.5082 0.9932 0.0900
O -1.4104 0.0744 -0.4190 -0.1913
H 2.4403 -1.6210 -1.5104 0.0955
H 0.4433 -1.3507 -1.2618 0.0856
H 1.8432 1.9669 0.3390 0.0683
H 1.8663 0.8701 1.6017 0.0720
H -3.0776 1.0702 -0.6441 -0.0182
H -1.9484 0.3298 1.5460 0.0533
H -1.2154 -1.2640 1.0981 0.0613
```


(4)
Formula: C4H7NO
Source: the OMol25 dataset
Level of theory: the ωB97M-V functional and the def2-TZVPD basis

* multiplicity: 1
* energy above the lowest of the compared OMol25 structures with the same formula, charge and spin: 322.9 kJ/mol
* maximum force: 0.044 Eh/bohr
* E_HOMO: -8.82 eV
* net charge: 0

```
13
Properties=species:S:1:pos:R:3:lowdin_charge:R:1
C -1.6493 -0.1103 0.7692 -0.0854
C -0.2625 -0.4377 0.2100 -0.1660
C 0.2103 0.4121 -0.8929 -0.3241
N 1.6122 0.1371 -0.8511 0.0079
C 1.7674 -0.2330 0.6094 -0.2090
O 2.7786 -0.4223 1.2195 0.0719
H -1.5861 -0.1798 1.8499 0.0691
H -1.9814 0.9072 0.5113 0.0745
H -2.4550 -0.7959 0.4474 0.0805
H -0.1315 -1.4895 -0.0409 0.1062
H -0.0631 1.4768 -0.8207 0.1238
H -0.4207 -0.0841 -1.6456 0.1284
H 2.1811 0.8195 -1.3656 0.1222
```


Q: Which value of energy above the lowest of the compared OMol25 structures with the same formula, charge and spin does entry 3 give?
A: 799.5 kJ/mol


Q: net charge of number 2 (C4H7NO)?
A: 0